The following is a quantum chemistry calculation of the ion C3H7N2S with charge +1, from the OMol25 dataset.

The geometry in XYZ format:
```
13
Properties=species:S:1:pos:R:3:forces:R:3
C 1.290 -1.564 0.004 1.4786 3.6838 -0.0699
C 1.791 0.139 0.046 -0.1237 -4.0907 -0.0176
S 3.308 0.650 0.095 -0.6128 -0.0879 -0.0125
N 0.707 1.016 0.099 -0.4143 1.0043 0.1255
C -0.557 0.705 -0.077 -0.1070 -0.2900 -0.0226
N -1.552 1.548 0.015 0.0002 0.0790 -0.0145
H 2.218 -2.115 0.081 0.0260 -0.0168 0.0213
H 0.648 -1.739 0.853 -0.2000 -0.0965 0.1596
H 0.820 -1.740 -0.954 -0.1689 -0.1283 -0.1369
H 0.963 1.988 0.283 0.0006 -0.1147 -0.0693
H -0.787 -0.327 -0.319 -0.0179 0.1039 0.0475
H -2.500 1.237 -0.150 0.1286 -0.0013 0.0180
H -1.425 2.524 0.249 0.0106 -0.0448 -0.0286
```
Forces are in eV/Å.

As for the SMILES: CC(=S)/[NH+]=C/N. As for the net charge: +1. The calculation puts the frontier orbital gap at 8.2 eV.



The following is a quantum chemistry calculation of a cluster of 2 separate species, C9H11F9INO3 in total, from the OMol25 dataset.

The geometry in XYZ format:
```
34
Properties=species:S:1:pos:R:3:forces:R:3
F -4.093 -0.282 -2.513 -0.0699 0.0293 0.1783
C -2.839 -0.545 -2.925 0.0807 -0.0065 -0.1189
F -2.893 -1.563 -3.814 -0.0191 0.0113 0.0080
C -1.941 -0.969 -1.758 -0.1025 -0.1447 0.2158
F -2.366 -2.142 -1.247 -0.0453 0.0657 -0.0159
F -0.721 -1.188 -2.335 0.0647 0.0210 -0.0342
C -1.681 0.042 -0.631 0.4851 0.3301 0.2206
O -2.409 -0.109 0.574 -0.3222 -0.4498 -0.2708
C -3.603 0.510 0.810 0.2640 0.1259 0.1193
F -3.941 1.375 -0.158 -0.0310 -0.0746 -0.1631
F -3.463 1.225 1.953 -0.0128 0.1206 0.0323
C -4.722 -0.501 1.089 -0.0324 -0.0406 0.0688
F -4.882 -1.339 0.048 0.0204 0.0454 -0.1195
F -5.876 0.178 1.277 -0.0332 -0.0172 -0.0037
H -2.426 0.336 -3.424 -0.0136 0.0145 0.0224
H -0.653 -0.156 -0.333 0.0259 0.0294 -0.0340
H -1.698 1.069 -0.997 -0.2090 -0.0362 -0.1021
H -4.487 -1.077 1.985 0.0107 0.0030 -0.0009
C 2.329 -1.438 0.506 -0.0293 0.1146 0.0453
C 2.944 -0.281 -0.273 -0.2676 -0.0834 -0.0982
F 1.915 0.544 -0.765 0.2234 -0.2163 0.1222
C 3.857 0.651 0.534 -0.3210 0.4082 -0.4436
N 4.450 1.664 -0.296 -0.0021 -0.1825 0.2854
I 5.454 -0.596 1.356 0.0975 -0.1561 0.0703
O 3.031 1.267 1.503 0.0126 -0.4446 0.1609
C 3.569 1.561 2.731 0.7539 0.7355 0.1998
O 3.972 2.648 3.012 -0.3798 -0.3438 -0.1457
H 2.425 -1.291 1.581 -0.0706 0.0152 0.0114
H 2.793 -2.387 0.248 0.0623 0.0393 0.0011
H 1.268 -1.510 0.268 0.0413 0.0248 -0.0718
H 3.505 -0.630 -1.143 -0.0044 0.0903 0.0536
H 5.457 1.647 -0.289 0.0287 0.0524 -0.0456
H 4.119 2.572 0.002 0.0042 0.0584 -0.0579
H 3.604 0.717 3.427 -0.2096 -0.1386 -0.0895
```
Forces are in eV/Å.

As for the SMILES: FC(F)C(F)(F)COC(F)(F)C(F)F.C[C@@H](F)[C@](N)(I)OC=O. As for the net charge: 0. The calculation puts the frontier orbital gap at 10.0 eV.



Electronic energy, respectively: -17032.5680; -49701.5120 eV.
E_LUMO, respectively: -4.96; -0.14 eV.